60
Properties=species:S:1:pos:R:3:forces:R:3:mulliken_charge:R:1 method="wB97M-V/def2-TZVPD" orbital_gap_ev=7.7255 energy_ev=-53544.9177 e_lumo_ev=-0.907
C -1.30153 3.17243 -2.51774 -0.3 -0.6 -0.1 -0.92
C 0.04161 2.37680 -3.11702 -0.9 1.9 -0.1 -0.39
N -0.06918 0.94882 -2.63150 2.8 -0.6 0.2 0.31
C -0.74742 0.03517 -3.62768 -1.3 -0.6 -1.1 -0.53
C 0.10706 -0.26630 -4.99366 0.3 -0.2 -0.5 -0.69
C 1.24087 0.39545 -2.11650 0.8 0.1 -1.9 -0.19
S 2.74798 0.70984 -2.91511 -3.1 -0.6 2.0 -0.13
S 1.13478 -0.62716 -0.51274 -0.3 0.0 -1.6 -0.06
C 1.77504 -2.36655 -0.78013 1.3 -1.7 0.0 -0.72
C 3.23079 -2.46754 -1.52749 0.0 -0.5 -0.5 -0.13
C 3.94606 -3.94185 -1.19568 -1.0 0.4 -0.6 -0.83
C 4.23267 -4.77671 -2.60522 0.8 0.6 0.0 0.13
C 5.80191 -5.25376 -2.58090 -0.9 -0.9 -0.3 -0.51
O 5.78078 -6.55507 -1.87654 -3.7 -0.8 -1.4 -0.30
C 4.47107 -7.19787 -2.14447 0.5 -6.0 1.3 0.45
O 4.30045 -8.52319 -1.90184 1.2 9.0 -1.5 -0.58
C 3.34817 -6.15364 -2.75310 2.8 -0.3 1.1 -0.63
H -1.01107 4.16685 -1.96986 -0.5 -1.9 -1.2 0.29
H -2.06936 3.40216 -3.37970 1.5 -0.4 1.8 0.27
H -1.83297 2.45059 -1.73322 1.2 1.6 -1.7 0.23
H 0.08834 2.47827 -4.29823 -0.1 -0.4 2.5 0.18
H 0.96192 2.97282 -2.70148 -1.6 -1.8 -0.7 0.39
H -1.09367 -0.99174 -3.13179 1.0 2.3 -0.8 0.26
H -1.76352 0.56403 -3.96433 2.3 -1.0 0.9 0.27
H 0.49032 0.71968 -5.52223 -0.8 -2.0 1.3 0.22
H 1.06247 -0.94046 -4.78487 -2.1 1.4 -0.4 0.13
H -0.57750 -0.81654 -5.79151 1.3 1.1 1.8 0.33
H 1.92116 -2.84012 0.30561 -0.5 1.5 -2.1 0.34
H 1.00178 -3.09539 -1.31943 1.6 1.9 1.0 0.26
H 3.99648 -1.62956 -1.22782 -1.9 -1.5 -0.5 0.28
H 3.01527 -2.36628 -2.69692 0.7 -0.2 2.6 0.11
H 3.19775 -4.54786 -0.49840 1.7 1.1 -1.5 0.33
H 4.94116 -3.74995 -0.60580 -2.0 -0.5 -1.2 0.30
H 4.14894 -4.12297 -3.59121 -0.2 -1.1 2.3 0.43
H 6.13810 -5.48257 -3.68328 -0.3 0.7 2.2 0.25
H 6.53303 -4.58470 -1.95766 -1.5 -1.1 -1.5 0.31
H 2.45338 -6.22124 -2.00012 1.5 0.2 -2.0 0.26
H 3.19788 -6.46232 -3.87363 -0.1 0.6 2.4 0.28
C -2.41073 0.42076 2.72088 0.0 0.1 0.0 -0.63
C -2.78424 1.62588 3.30628 0.1 -0.3 -0.1 -0.17
C -2.04261 2.75764 3.00752 0.8 0.2 -0.5 -0.27
N -0.97309 2.75879 2.18201 -0.5 -0.9 0.2 -0.56
C -0.63340 1.57373 1.63003 -0.2 0.8 0.3 -0.13
C -1.31476 0.39026 1.86470 -0.2 0.0 0.2 0.00
H -2.96878 -0.48721 2.93019 0.1 0.1 0.0 0.37
H -3.63271 1.68275 3.97868 0.1 0.1 -0.1 0.37
H -2.29635 3.72249 3.43686 -0.1 -0.1 0.0 0.39
H 0.23084 1.60087 0.97226 -0.1 0.0 0.1 0.34
H -0.99858 -0.53284 1.39230 0.0 0.1 0.0 0.28
C -5.42466 5.54344 7.44829 0.0 0.0 0.0 -0.12
C -4.14385 5.87221 7.01710 -0.3 -0.1 0.1 -0.61
C -3.69315 5.32741 5.82537 -0.4 -0.6 -0.6 0.03
N -4.42495 4.49057 5.05756 -0.3 0.4 0.9 -0.34
C -5.66380 4.18829 5.50290 0.8 0.1 -0.4 -0.19
C -6.20328 4.68552 6.67833 0.2 0.2 0.1 -0.48
H -5.81290 5.95206 8.37670 0.0 0.0 -0.1 0.36
H -3.51177 6.53707 7.59476 0.0 -0.1 -0.1 0.34
H -2.70194 5.55623 5.44486 0.0 0.0 0.1 0.33
H -6.23076 3.51218 4.86906 0.0 0.1 0.1 0.34
H -7.20554 4.41033 6.98655 0.1 0.0 0.0 0.34

---

59
Properties=species:S:1:pos:R:3:forces:R:3:mulliken_charge:R:1 method="wB97M-V/def2-TZVPD" e_above_lowest_kj_mol=277.28 orbital_gap_ev=9.7283 energy_ev=-33930.1576 e_lumo_ev=0.699
C 2.19986 6.77480 1.27830 0.0 0.0 0.0 -0.66
O 1.27257 5.86773 0.74041 -0.2 0.0 0.0 -0.36
C 1.84308 4.79204 0.02910 0.2 -0.2 0.1 -1.03
C 2.46654 3.70971 0.92134 -0.4 0.2 -0.3 0.51
C 3.07644 2.59605 0.07135 0.1 0.1 0.3 -0.59
C 3.63589 1.49622 0.97274 0.2 -0.1 -0.5 -1.07
N 2.59169 0.97199 1.83299 0.3 0.2 0.1 0.07
C 2.14272 -0.27987 1.62274 0.0 -0.3 0.5 1.02
O 2.66700 -1.02684 0.81272 0.0 -0.3 -0.3 -0.69
C 0.93434 -0.76789 2.42285 0.1 -0.1 -0.1 -1.26
C -0.36567 -0.20843 1.81136 0.1 -0.3 -0.1 -0.56
C -0.18763 -0.10811 0.34269 -0.3 0.7 -0.1 0.19
N 0.03108 0.96949 -0.33592 -0.4 0.1 1.2 0.05
N 0.25107 0.59271 -1.61553 0.2 -0.5 -1.2 -0.91
C 0.15490 -0.69431 -1.65268 0.3 0.4 -0.3 0.89
C 0.30553 -1.57818 -2.82928 -0.2 -0.1 -0.1 -0.84
C -1.02979 -1.77882 -3.56270 -0.1 0.0 0.2 -0.86
C -2.15175 -2.31064 -2.67167 0.2 -0.1 -0.2 -0.39
C -1.84719 -3.68341 -2.05944 -0.2 0.3 0.0 -0.56
C -3.02207 -4.15676 -1.25324 0.1 -0.1 0.0 -0.08
C -4.02801 -4.91628 -1.83582 0.0 0.0 0.0 -0.31
C -5.12818 -5.31559 -1.09793 -0.1 0.0 0.0 -0.60
C -5.23857 -4.95583 0.23415 -0.1 0.0 0.1 -0.39
C -4.24271 -4.19611 0.82405 0.0 0.0 0.1 -0.64
C -3.14362 -3.79986 0.08370 0.0 0.0 0.0 -0.15
O -0.13508 -1.20501 -0.43474 -0.1 -0.3 0.1 -0.22
C 2.01648 1.98546 2.68640 -0.4 0.2 0.1 -0.99
C 1.40494 3.10222 1.83830 0.3 0.1 0.2 -0.58
H 2.89046 7.13989 0.50761 0.0 0.0 0.0 0.31
H 2.78527 6.33707 2.09521 0.0 0.0 0.0 0.26
H 1.62131 7.61075 1.66779 0.1 0.0 0.0 0.26
H 1.01867 4.35374 -0.53867 0.1 0.0 -0.1 0.34
H 2.59916 5.16765 -0.67733 -0.1 0.0 0.0 0.40
H 3.25779 4.16078 1.53269 0.0 0.0 0.0 0.19
H 3.87561 2.98691 -0.56024 0.0 0.0 -0.1 0.46
H 2.30285 2.17390 -0.57151 0.0 0.0 -0.1 0.16
H 4.02273 0.66717 0.37875 0.0 0.1 0.1 0.50
H 4.44016 1.89354 1.60284 0.0 0.0 0.0 0.37
H 1.00772 -0.51618 3.47992 0.0 0.0 0.0 0.39
H 0.93765 -1.85498 2.32407 0.1 0.1 0.0 0.43
H -1.20328 -0.86870 2.04369 0.0 0.1 0.1 0.47
H -0.58494 0.79077 2.18531 0.0 0.0 -0.1 0.35
H 0.70473 -2.53532 -2.49355 0.1 0.0 -0.1 0.28
H 1.01975 -1.11286 -3.50865 0.0 0.0 0.1 0.41
H -0.86230 -2.47128 -4.39006 0.0 0.0 -0.1 0.41
H -1.34026 -0.81936 -3.98121 0.0 0.0 -0.1 0.40
H -3.06307 -2.38785 -3.26993 0.0 0.0 0.1 0.49
H -2.35509 -1.59906 -1.86819 -0.1 0.0 0.0 0.19
H -1.62966 -4.39346 -2.86033 0.1 0.0 0.0 0.44
H -0.97301 -3.60994 -1.41149 0.1 -0.1 0.0 0.22
H -3.94546 -5.20102 -2.87547 0.0 0.0 -0.1 0.38
H -5.90126 -5.90989 -1.56325 -0.1 0.0 0.0 0.37
H -6.09674 -5.26763 0.81116 -0.1 0.0 0.0 0.37
H -4.32368 -3.91379 1.86408 0.0 0.0 0.1 0.38
H -2.36410 -3.21040 0.54629 0.1 0.1 0.0 0.40
H 1.26878 1.55654 3.35016 0.1 0.0 0.0 0.42
H 2.82442 2.39623 3.30683 -0.1 0.0 0.0 0.45
H 0.98057 3.87209 2.48360 0.0 0.0 0.0 0.43
H 0.61138 2.68820 1.21368 0.0 0.0 0.1 0.12